Computed, not measured: C4H5N3S in the gas phase in a non-equilibrium geometry, with the ωB97M-V functional and the def2-TZVPD basis.

Last columns: bonded neighbours and bond lengths (Å).
Atoms and positions in Å:
1 C 0.54872 -0.69080 -1.11822  N7 1.206, C11 1.549
2 C -1.89551 0.18235 -0.44667  H8 1.159, S10 1.739, C11 1.535, H12 1.202
3 N 0.00973 -0.38216 1.07562  N9 1.328, C11 1.236
4 H 1.73623 1.00453 2.04934  C6 1.286
5 H 3.18323 -0.39349 1.57144  C6 1.160
6 C 2.05441 -0.12890 1.53068  H4 1.286, H5 1.160, N9 1.240
7 N 1.25685 -1.35745 -1.83178  C1 1.206
8 H -2.43697 0.33571 0.56674  C2 1.159
9 N 1.20704 -0.95081 1.15192  N3 1.328, C6 1.240
10 S -1.86793 1.80271 -1.07636  C2 1.739, H13 1.513
11 C -0.51285 -0.34848 -0.04389  C1 1.549, C2 1.535, N3 1.236
12 H -2.41983 -0.50235 -1.28439  C2 1.202
13 H -0.86312 1.42914 -2.14443  S10 1.513

lowest unoccupied orbital energy = -0.053 eV
maximum force = 5.84 eV Å⁻¹
DFT total energy = -717.7158 Ha
structure (SMILES) = C=N/N=C(\C#N)CS
HOMO-LUMO gap = 9.64 eV
ΔE to the lowest compared entry with this formula, charge and spin = 111.6 kcal per mole

Results of the Löwdin charge analysis, in e, for atoms 1 through 6: number 1, C, carries -0.16; number 2, C, carries -0.62; number 3, N, carries 0.02; number 4, H, carries 0.15; number 5, H, carries 0.10; number 6, C, carries -0.07



Computed, not measured: a gas-phase ion, C4H5N4 (charge +1) in a non-equilibrium geometry, with the ωB97M-V functional and the def2-TZVPD basis.

Last columns: bonded neighbours and bond lengths (Å).
Atoms and positions in Å:
1 N -0.96583 -1.04194 0.42951  N2 1.268, C8 1.373
2 N 0.02689 -0.57150 -0.20447  N1 1.268, C12 1.398, C13 1.396
3 H 0.40409 -1.47569 -2.20238  C12 1.059
4 C -0.82006 1.05420 1.12559  H6 1.178, C8 1.383, C13 1.460
5 N 1.54328 2.54335 -0.66684  N11 1.101
6 H -0.76935 2.03640 1.77479  C4 1.178
7 H 0.88130 -2.37006 -0.86551  C12 1.161
8 C -1.53858 -0.11889 1.26858  N1 1.373, C4 1.383, H9 1.058
9 H -2.33075 -0.45125 1.88679  C8 1.058
10 H 1.59190 -0.73065 -1.24349  C12 1.044
11 N 1.01478 1.65487 -0.28929  N5 1.101, C13 1.276
12 C 0.70224 -1.27493 -1.20663  N2 1.398, H3 1.059, H7 1.161, H10 1.044
13 C 0.26009 0.74608 0.19334  N2 1.396, C4 1.460, N11 1.276

lowest unoccupied orbital energy = -5.997 eV
maximum force = 5.79 eV Å⁻¹
net charge = +1
DFT total energy = -374.0612 Ha
structure (SMILES) = Cn1nccc1[N+]#N
HOMO-LUMO gap = 9.11 eV
ΔE to the lowest compared entry with this formula, charge and spin = 57.9 kcal per mole

Results of the Löwdin charge analysis, in e, for atoms 1 through 6: number 1, N, carries 0.15; number 2, N, carries -0.13; number 3, H, carries 0.10; number 4, C, carries 0.07; number 5, N, carries 0.42; number 6, H, carries 0.17



Computed, not measured: a gas-phase ion, C4H5N4 (charge +1), with the ωB97M-V functional and the def2-TZVPD basis.

Last columns: bonded neighbours and bond lengths (Å).
Atoms and positions in Å:
1 H -1.75968 0.55764 -1.43023  N5 1.012
2 C -0.51900 -0.91636 1.88808  H8 1.081, N11 1.314, N12 1.329
3 C 0.88551 0.36323 -3.21751  H10 1.071, C13 1.198
4 N 0.76328 -0.71978 0.16754  H6 1.011, C7 1.336, N12 1.365
5 N -0.80560 0.24528 -1.30154  H1 1.012, C7 1.340, C13 1.361
6 H 1.59070 -0.78621 -0.40922  N4 1.011
7 C -0.45985 -0.25980 -0.10895  N4 1.336, N5 1.340, N11 1.338
8 H -0.85264 -1.15622 2.88826  C2 1.081
9 H 1.51155 -1.54445 1.94651  N12 1.010
10 H 1.60843 0.43490 -4.00449  C3 1.071
11 N -1.26547 -0.37121 0.95366  C2 1.314, C7 1.338
12 N 0.72023 -1.14230 1.46520  C2 1.329, N4 1.365, H9 1.010
13 C 0.09915 0.32514 -2.31458  C3 1.198, N5 1.361

lowest unoccupied orbital energy = -3.711 eV
maximum force = 0.41 eV Å⁻¹
net charge = +1
DFT total energy = -374.1230 Ha
structure (SMILES) = C#CNc1nc[nH][nH+]1
HOMO-LUMO gap = 9.92 eV
ΔE to the lowest compared entry with this formula, charge and spin = 19.1 kcal per mole

Results of the Löwdin charge analysis, in e, for atoms 1 through 6: number 1, H, carries 0.18; number 2, C, carries -0.07; number 3, C, carries 0.17; number 4, N, carries 0.17; number 5, N, carries 0.13; number 6, H, carries 0.19



Q: Number 3 is which compound?
A: C4H5N4



Q: The highest HOMO-LUMO gap belongs to which entry?
A: number 3



Q: What is the formula in the third record?
A: C4H5N4



Q: The lowest HOMO-LUMO gap belongs to which entry?
A: number 2